Entry 1:
Density functional theory data (ωB97M-V/def2-TZVPD) for a molecular structure, C38H43BN9O2Y in a non-equilibrium geometry.

Output
- energy (eV) = -59333.227
- E_LUMO (spin up / spin down) (eV) = 4.26 / 4.25
- F_max (hartree/bohr) = 0.030
- HOMO-LUMO gap (spin up / spin down) (eV) = 3.4 / 3.7
- net charge = -2
- relative energy (zero: lowest compared OMol25 entry of this formula, charge and spin) (kJ/mol) = 41.8

Geometry (Å):
1 H -3.534035 -2.536785 -2.738197
2 H -3.836993 -3.711059 0.174689
3 H 1.718161 -1.117728 -4.674575
4 O -2.941560 -0.122928 -3.620370
5 H 3.420787 -0.987430 4.856292
6 C -5.115138 2.723267 -4.157378
7 C -4.519393 -0.120843 4.092377
8 H -3.387470 -1.739182 4.950393
9 H 0.316448 2.772612 3.840476
10 C 3.194565 -2.053744 2.940240
11 Y 0.414229 0.217205 -0.139768
12 C 4.775183 2.133579 1.087823
13 C -4.507816 0.830318 3.060820
14 C 1.383439 0.924089 4.034310
15 H 0.805847 4.371272 -0.594854
16 H 3.938230 0.189490 0.786582
17 C -3.608676 -2.646095 0.054443
18 H -3.518430 1.662841 1.362906
19 C -2.691854 -3.038790 -2.263232
20 H 5.708774 1.755121 1.480957
21 C 3.783572 1.261435 0.698941
22 C 0.344573 -4.324173 0.639847
23 N -0.878105 2.779060 -1.486178
24 C -1.167393 -3.029558 -0.300559
25 N 0.889566 -3.135264 0.339084
26 C 1.993181 1.210594 -3.215263
27 H -1.823638 -2.929656 -2.916458
28 N 2.592775 1.627968 0.215840
29 C 3.030068 0.141802 -3.504702
30 N 1.719782 -0.642633 2.068321
31 C -2.418629 -2.444906 -0.879899
32 H 1.909487 1.890441 -4.067335
33 C 2.033320 -0.215383 3.289721
34 C 4.506819 3.526515 0.980630
35 C -1.298249 0.098966 1.286236
36 H -4.914714 4.695371 -3.312090
37 C 2.336437 2.982945 0.073347
38 C -3.420527 -0.985003 4.166587
39 H 2.983746 -3.680847 0.878092
40 C -4.496156 3.698793 -3.381218
41 H 3.073426 4.996400 0.392611
42 H -1.701439 -5.095454 0.359344
43 H -0.451851 -0.132393 4.484502
44 H 0.825260 -0.406324 5.682151
45 C -2.332261 0.044705 2.196658
46 H 3.995398 0.640985 -3.658969
47 H 2.193159 1.398695 4.603850
48 H -6.025200 2.953207 -4.701387
49 H 2.255088 1.800768 -2.339164
50 H -2.249374 -1.369028 -0.966921
51 H 1.002536 0.781461 -3.050424
52 N 2.424539 -1.789606 1.871459
53 C 4.343159 -1.718704 -2.310864
54 C 1.091321 3.332291 -0.451484
55 C 3.250786 -0.839008 -2.383608
56 H -4.493684 -2.157512 -0.358499
57 H 1.422065 2.464276 2.509633
58 C -3.336723 3.380751 -2.690729
59 H 5.173622 -1.789924 -2.993044
60 C -1.497652 1.784678 -2.034573
61 C 3.310810 3.942349 0.481962
62 H -2.828512 4.116530 -2.081671
63 H 3.809646 -2.937788 2.957327
64 H 2.605830 0.073437 -5.632474
65 N 2.963635 -2.046533 -0.626244
66 H -5.342571 1.521355 2.966349
67 C -4.579753 1.450129 -4.229658
68 H -2.192241 -0.172532 -2.959374
69 C 0.717004 1.992851 3.187179
70 C -2.370433 -0.914556 3.278193
71 H 0.937289 -5.083874 1.122069
72 N 2.422739 -1.036963 -1.357251
73 H -2.920319 -4.107126 -2.181034
74 N 0.249741 2.356649 -0.807640
75 C -2.773218 2.109851 -2.750054
76 H 4.668697 -3.261551 -0.722804
77 C 4.110612 -2.462137 -1.179642
78 H -1.541487 -1.610536 3.365690
79 C -0.973778 -4.310266 0.247979
80 H -0.100887 1.575280 2.589093
81 C 0.369707 0.340581 5.028036
82 O -1.113699 0.528851 -1.991524
83 H -5.046027 0.668956 -4.817108
84 H -3.412305 -2.213438 1.035025
85 C -3.479643 0.920683 2.152445
86 H -0.053549 1.134914 5.648380
87 H 5.246446 4.255719 1.295379
88 C 2.682359 -0.617472 -4.789531
89 C 2.986179 -1.071867 3.874148
90 N -0.036603 -2.332774 -0.240971
91 H -5.339336 -0.183070 4.797279
92 H 3.428393 -1.377530 -5.028921
93 B 2.327991 -2.694381 0.627393
94 C -3.415097 1.134316 -3.525444

Atoms 1-2, force components in eV/Å:
-0.043 0.016 -0.012
0.005 -0.006 0.006

Löwdin population analysis, charges in e, atoms 1 to 8: 0.064 0.068 0.086 0.028 0.092 -0.124 -0.197 0.076



Entry 2:
Density functional theory data (ωB97M-V/def2-TZVPD) for a molecular structure, C10H11F12Li2N4O8S4 in a non-equilibrium geometry.

Output
- energy (eV) = -109241.268
- E_LUMO (eV) = -5.76
- F_max (hartree/bohr) = 0.048
- HOMO-LUMO gap (eV) = 5.1
- net charge = +1

Geometry (Å):
1 O 1.908405 1.409803 0.079612
2 F -0.897573 0.200494 4.697790
3 H -0.920241 -2.110048 0.457952
4 F -2.692248 -0.979732 4.946954
5 C 1.378902 1.369448 -3.508819
6 S 3.814051 -0.504310 -0.897749
7 S -2.483015 2.085309 1.358857
8 H 1.551327 2.374894 -3.881967
9 F -1.735212 -0.843831 3.009415
10 C -1.997117 -0.182463 4.119966
11 O 3.500666 2.184842 1.819616
12 C -0.976500 -1.416483 -3.708175
13 O 2.520685 -1.146857 -0.902534
14 C -1.270743 -2.294664 -2.727848
15 O -1.171439 1.561984 1.495003
16 O -2.711283 3.471869 1.537052
17 F -2.407260 2.569450 -1.242975
18 H -0.717332 1.726916 -3.195468
19 F 6.193095 -1.536040 -0.605027
20 H 0.730018 -2.617329 -0.269892
21 O -2.275685 2.433512 4.155490
22 F 1.361464 0.530834 3.120022
23 F 3.269468 -0.541254 2.986998
24 H 1.649092 1.334670 -2.449118
25 N -3.542773 1.171007 2.183224
26 C 2.238502 -0.041190 2.303594
27 H 0.368121 0.040565 -1.170329
28 C -0.076803 0.979958 -3.669494
29 N 4.210448 0.300144 0.424006
30 H 2.097065 0.679350 -3.953577
31 S 2.958902 1.134390 1.026757
32 Li -5.129458 0.219266 2.096976
33 S -3.069792 1.342571 3.776619
34 Li -6.054402 0.732023 5.541009
35 C -2.987624 1.757575 -0.396195
36 H -1.672689 -3.292101 -2.735514
37 F -2.715997 0.485434 -0.717178
38 F 4.668702 -2.611531 0.417513
39 F -4.323747 1.952816 -0.499070
40 C -0.353043 -2.569751 -0.346472
41 O 4.239770 0.175105 -2.080717
42 F 4.833722 -2.790342 -1.763980
43 H -0.753037 -3.581572 -0.409682
44 H -1.154087 -1.328704 -4.765084
45 O -4.297586 1.080288 4.555979
46 F 1.642797 -1.091830 1.696128
47 C -0.223522 -0.615781 -1.799025
48 C 4.936146 -1.976209 -0.731130
49 H -0.422959 0.945649 -4.703677
50 N -0.420734 -0.326021 -3.076809
51 N -0.617435 -1.852141 -1.599010

Atoms 1-2, force components in eV/Å:
-0.335 -0.044 0.063
0.111 0.091 0.126

natural (NBO) population analysis, charges in e, atoms 1 to 8: -0.976 -0.257 0.216 -0.320 -0.639 2.230 2.221 0.237



Entry 3:
Density functional theory data (ωB97M-V/def2-TZVPD) for C13H19N3O8 in the gas phase in a non-equilibrium geometry.

Output
- energy (eV) = -34636.957
- E_LUMO (eV) = 0.34
- structure (SMILES) = C/C(=N\OCC(=O)NCC(=O)O)[C@H]1CN[C@H](C(=O)O)[C@H]1CC(=O)O
- F_max (hartree/bohr) = 0.076
- HOMO-LUMO gap (eV) = 9.7
- relative energy (zero: lowest compared OMol25 entry of this formula, charge and spin) (kJ/mol) = 197.8

Geometry (Å):
1 N -1.122374 -0.382138 -3.668076
2 C -0.874481 -1.430336 4.229058
3 N 0.490779 1.678142 0.290148
4 H 1.723426 3.049088 -2.375980
5 H -0.016592 0.570004 2.286364
6 H -1.646051 -2.104996 -2.572759
7 H 2.684488 2.612323 -1.022423
8 C 2.123402 2.177946 2.040262
9 H -1.865069 -0.215417 -4.359945
10 C 0.831333 -2.717674 -0.634063
11 O 1.874773 2.137541 4.280552
12 H -0.670600 -3.299130 3.724568
13 C 0.653261 1.649196 -1.009499
14 C -1.592247 -1.053389 -2.435313
15 C 1.919638 2.201983 -1.666729
16 O -0.088547 -3.176150 -0.031957
17 C -3.095521 -0.754864 -2.059020
18 H 0.415420 0.855909 -3.726686
19 C 1.415774 1.624041 3.246359
20 C -0.413626 0.881138 -1.695327
21 H -1.186698 -0.871739 -0.374433
22 H -1.292876 1.338175 -1.306862
23 C -0.587990 -0.616845 -1.354984
24 H 1.685161 -0.815144 -0.945567
25 H 2.391296 1.465173 -2.299918
26 O -0.457038 -2.378929 3.319351
27 O -1.760759 -1.681908 5.031866
28 O 2.073614 -3.262248 -0.586367
29 C 0.767392 -1.367339 -1.415097
30 H 2.824131 1.481422 1.576687
31 O -3.649840 -1.647894 -1.456420
32 H 0.526959 -0.142299 5.195755
33 C -0.559308 0.877254 -3.229457
34 C -0.206625 -0.018981 4.413064
35 H 2.748632 3.059444 2.389768
36 H -1.002019 0.605681 4.846412
37 O 1.276235 2.686113 0.978881
38 N 0.457562 0.568225 3.178245
39 H 0.971693 -1.568112 -2.536285
40 H -4.687198 0.129146 -2.190130
41 O -3.725848 0.339672 -2.334037
42 H -1.277127 1.638271 -3.556950
43 H 1.923465 -4.120355 -0.183057

Atoms 1-2, force components in eV/Å:
-1.019 -1.136 0.848
-1.105 -0.528 1.234

natural (NBO) population analysis, charges in e, atoms 1 to 8: -0.625 0.778 -0.189 0.237 0.424 0.240 0.247 -0.160



Entry 4:
Density functional theory data (ωB97M-V/def2-TZVPD) for a molecular structure, C15H29FNO7PS3 in a non-equilibrium geometry.

Output
- energy (eV) = -76351.587
- E_LUMO (eV) = -0.71
- F_max (hartree/bohr) = 0.117
- HOMO-LUMO gap (eV) = 7.7
- relative energy (zero: lowest compared OMol25 entry of this formula, charge and spin) (kJ/mol) = 797.3

Geometry (Å):
1 H 0.032611 -2.129438 1.998259
2 C 0.233300 -1.191570 1.287042
3 H 2.463295 -1.672951 0.778724
4 H 2.281013 1.443666 2.802159
5 C 5.798462 -3.422453 -2.603413
6 H 3.196770 4.571615 -1.541204
7 P -8.675623 2.087589 2.184659
8 H -0.458523 -0.323420 1.725518
9 H 2.473139 2.081426 -2.555163
10 H 2.711816 0.839274 4.534482
11 C -2.511879 -0.552947 -1.017816
12 C 4.801707 -3.363602 -1.496745
13 C 5.561696 -1.325798 -1.978124
14 H 4.981758 -4.125819 -0.733856
15 H 3.452178 -1.172844 3.131689
16 H -4.500072 -0.940652 0.228290
17 H -2.179950 -1.679556 0.935881
18 H -4.235502 1.644004 -0.314946
19 C -4.175508 -0.596591 -0.854437
20 H 2.061284 2.421851 0.640301
21 H -2.204206 0.518562 -0.592935
22 H -9.730158 3.066741 2.289231
23 C 2.399935 4.239929 -0.749509
24 O -7.838122 2.385626 0.662167
25 H -2.274219 -0.641353 -2.166263
26 H 3.031542 0.610484 -1.402506
27 H -9.289339 0.781815 2.138353
28 C 2.298898 -0.929952 3.005373
29 O -7.636959 2.239769 3.400549
30 C -4.688455 0.961529 -1.152128
31 O -6.159629 1.069404 -1.217494
32 H 1.607768 -1.626562 3.647665
33 F 5.353352 -4.204612 -3.612257
34 H -2.122475 -2.764769 -0.625023
35 O 5.777613 -0.127422 -1.906406
36 H 3.873465 2.607161 -0.049280
37 C 1.838548 -0.874211 1.399231
38 H -4.206296 1.283612 -2.189722
39 H 6.796637 -3.747936 -2.291601
40 H -4.693832 -1.258979 -1.677776
41 O 5.856697 -2.092067 -3.065543
42 H 1.288374 4.429155 -1.069640
43 H 2.575860 4.907300 0.222704
44 H 3.769612 -3.457700 -1.850743
45 S -6.639839 1.191381 0.447824
46 C 0.339725 -0.755406 -1.195948
47 S 0.563419 1.103897 -1.200632
48 O 5.000883 -2.065754 -0.973421
49 C 2.730697 2.693981 -0.301808
50 O -7.324796 -0.201111 0.714705
51 S 0.897312 -1.621338 -2.591482
52 H 0.914059 0.639804 3.946076
53 C 2.042696 0.610635 3.596970
54 N -0.247229 -1.598172 -0.087481
55 C 2.371234 1.584534 -1.498435
56 H 2.165186 0.184499 1.021089
57 C -1.749930 -1.734258 -0.175202

Atoms 1-2, force components in eV/Å:
0.407 1.925 -1.627
-0.193 -0.051 1.427

natural (NBO) population analysis, charges in e, atoms 1 to 8: 0.214 -0.231 0.226 0.208 0.442 0.219 1.579 0.192